50
Properties=species:S:1:pos:R:3:lowdin_charge:R:1 method="wB97M-V/def2-TZVPD" total_charge=+2 e_above_lowest_kcal_mol=0.00 lumo_energy_ha="-0.214 / -0.400" energy_ha=-1466.84424 spin_multiplicity=5 s2=6.0228 e_homo_ev="-12.1 / -14.7"
P -2.07924 1.13034 -1.12356 0.884
P 0.06193 -2.16874 -0.98956 1.143
C -1.78476 -0.26403 -2.30140 -0.318
C -1.52287 -1.70212 -1.84801 -0.341
H -0.99761 0.02698 -3.02683 0.050
H -2.73241 -0.26605 -2.86063 0.099
H -2.34094 -2.02668 -1.19145 0.099
H -1.49522 -2.31705 -2.76211 0.106
C 1.19107 -2.17634 -2.43195 -0.221
H 2.16196 -2.60428 -2.15869 0.077
H 1.31993 -1.12771 -2.73367 0.032
H 0.74518 -2.77619 -3.23581 0.058
C -0.18411 -4.00881 -0.91386 -0.203
H 0.03398 -4.47124 -1.89100 0.080
H -1.20730 -4.25272 -0.60440 0.064
H 0.50351 -4.43650 -0.17015 0.069
C -1.60890 2.50554 -2.20248 -0.161
H -1.74869 3.45828 -1.68187 0.083
H -2.20250 2.50440 -3.12233 0.063
H -0.55080 2.36846 -2.46129 0.061
C -3.79985 1.33947 -0.67766 -0.152
H -4.17080 0.46441 -0.13157 0.074
H -4.41961 1.48546 -1.57375 0.087
H -3.91934 2.23263 -0.05070 0.086
Ru 0.03778 0.07803 -5.45854 1.381
C -0.62339 -1.74314 -6.01383 -0.327
C 0.52416 -1.34181 -6.78301 -0.316
C 0.42284 -0.64558 -8.10789 -0.183
C -0.62131 0.51036 -8.15179 -0.176
C -0.92063 1.16117 -6.81019 -0.290
C -1.83645 0.62399 -5.81151 -0.341
C -2.80270 -0.49883 -6.17697 -0.185
C -2.01185 -1.74689 -6.62340 -0.180
C -0.79259 1.06457 0.11251 -0.166
H -0.47928 -2.51498 -5.24751 0.082
H 1.45001 -1.87342 -6.58539 0.105
H 0.21278 -1.36142 -8.91352 0.130
H 1.41582 -0.21561 -8.32099 0.122
H -0.16009 1.30493 -8.76019 0.121
H -1.53858 0.19865 -8.66021 0.117
H -0.89594 2.26734 -6.86869 0.126
H -2.23249 1.33619 -5.08703 0.079
H -3.53304 -0.20814 -6.95624 0.129
H -3.40602 -0.73670 -5.28531 0.093
H -2.53994 -2.63170 -6.24768 0.114
H -1.96082 -1.79353 -7.72455 0.119
H -0.67679 0.05820 0.52129 0.028
H -1.05907 1.76937 0.90867 0.085
H 0.16921 1.33213 -0.34087 0.086
F 0.99910 1.03902 -4.09996 -0.571


32
Properties=species:S:1:pos:R:3:lowdin_charge:R:1 method="wB97M-V/def2-TZVPD" e_above_lowest_kcal_mol=7.58 lumo_energy_ha="-0.034 / -0.015" energy_ha=-2734.01735 spin_multiplicity=3 s2=2.0111 e_homo_ev="-9.7 / -9.7"
V 0.40754 0.83660 0.78116 1.094
O 0.80001 2.96656 3.79581 -0.240
S -0.00207 2.28040 2.84868 0.402
O -1.43731 2.36959 2.96432 -0.303
O 0.38051 0.77027 2.70177 -0.405
O 0.37797 2.64797 1.35625 -0.408
F 4.79602 -4.30993 0.85803 0.134
C 4.04988 -3.23663 0.60794 -0.136
C 2.66862 -3.32980 0.63074 -0.137
F 2.07547 -4.48794 0.91122 0.134
C 1.91074 -2.20422 0.36643 -0.136
F 0.56738 -2.28722 0.41506 0.098
C 2.49472 -0.98028 0.07865 -0.220
O 1.72846 0.09220 -0.20439 -0.170
C 3.88086 -0.89895 0.07021 -0.136
F 4.48469 0.25437 -0.20112 0.138
C 4.65253 -2.02071 0.32892 -0.132
F 5.97974 -1.93172 0.30669 0.137
N -1.64490 0.43541 0.62420 0.033
C -2.35262 0.76218 -0.60606 -0.268
C -1.86389 1.77401 -1.41258 -0.025
C -2.53193 2.09141 -2.58767 -0.062
C -3.67416 1.39376 -2.94923 -0.076
C -4.15721 0.38206 -2.13100 -0.069
C -3.49880 0.06563 -0.95264 -0.026
H -1.89762 -0.50091 0.93155 0.126
H -1.93589 1.06769 1.38894 0.096
H -0.98796 2.34880 -1.12927 0.111
H -2.15388 2.88757 -3.21434 0.112
H -4.19004 1.64000 -3.86739 0.107
H -5.05160 -0.16071 -2.40550 0.109
H -3.87526 -0.71746 -0.30538 0.117


67
Properties=species:S:1:pos:R:3:lowdin_charge:R:1 method="wB97M-V/def2-TZVPD" e_above_lowest_kcal_mol=61.65 lumo_energy_ha=0.018 energy_ha=-1836.03920 e_homo_ev=-7.9
C -5.86697 -0.14042 -2.11717 -0.107
H -6.59515 0.58223 -2.47891 0.068
C -6.57290 -1.39129 -1.60508 -0.264
H -7.15064 -1.83099 -2.42277 0.101
C -5.59834 -2.43828 -1.06496 -0.201
H -4.77784 -2.56158 -1.77624 0.108
C -5.03156 -2.03863 0.30688 -0.207
N -3.87474 -2.78744 0.75897 -0.232
C -4.12819 -4.18684 1.00746 -0.098
H -4.28755 -4.77492 0.08976 0.083
H -3.27852 -4.61527 1.54031 0.078
H -5.01071 -4.28234 1.63808 0.086
C -2.66476 -2.55766 -0.00901 -0.207
C -1.49346 -2.25896 0.93394 -0.161
H -0.56057 -2.25620 0.36544 0.089
H -1.43638 -3.03482 1.69746 0.107
C -1.67760 -0.89809 1.61176 -0.163
N -1.34199 0.18408 0.71477 0.061
C -2.25615 0.95476 0.10266 -0.564
O -3.45870 0.86598 0.27528 0.035
C -1.66433 1.99036 -0.82481 -0.206
H -0.64657 1.76836 -1.13618 0.092
H -2.30674 2.11888 -1.69525 0.101
S -1.65506 3.66294 -0.00899 0.961
O -0.87436 4.50928 -0.91255 -0.526
C -0.47008 3.21360 1.38071 -0.224
C 0.83774 2.80020 0.84732 -0.290
C 1.85625 3.59248 0.38855 -0.230
O 2.84655 2.77351 -0.03833 0.136
C 2.40332 1.51746 0.16514 -0.266
N 1.20409 1.48715 0.68372 0.163
C 3.24497 0.39140 -0.16145 -0.143
C 4.41858 0.57754 -0.88594 -0.015
C 5.21759 -0.50652 -1.16786 0.012
C 4.89879 -1.79348 -0.73470 -0.190
C 3.71698 -1.98233 0.01518 -0.176
C 2.90545 -0.88998 0.27593 0.050
H 1.99628 -1.00108 0.84289 0.103
O 3.43479 -3.24691 0.46303 -0.112
C 2.31134 -3.44298 1.28561 -0.068
H 1.37892 -3.24223 0.75027 0.075
H 2.34160 -4.49439 1.56808 0.099
H 2.35633 -2.82382 2.18660 0.102
O 5.80695 -2.73275 -1.09889 -0.061
C 5.64429 -4.09868 -0.78566 -0.070
H 6.50278 -4.59419 -1.23897 0.095
H 5.65251 -4.27063 0.29224 0.095
H 4.72393 -4.50406 -1.20985 0.096
H 6.12862 -0.39130 -1.73297 0.124
H 4.69275 1.56333 -1.22519 0.118
C 2.02295 5.06277 0.30594 0.008
H 2.96322 5.29262 -0.18666 0.089
H 1.19955 5.49090 -0.26231 0.071
H 2.02335 5.50378 1.30259 0.090
H -0.94846 2.43165 1.96235 0.090
H -0.37828 4.12595 1.96802 0.095
H -0.35219 0.39640 0.59094 0.086
H -1.03972 -0.82371 2.49745 0.119
H -2.72383 -0.79149 1.90521 0.119
H -2.41492 -3.42303 -0.64197 0.119
H -2.80580 -1.69550 -0.66333 0.116
H -4.73941 -0.98803 0.29020 0.085
H -5.81236 -2.15464 1.06464 0.124
H -6.11130 -3.39955 -0.97942 0.103
H -7.27516 -1.11632 -0.81502 0.106
H -5.28177 0.32991 -1.33157 0.046
H -5.19998 -0.39360 -2.93978 0.073


14
Properties=species:S:1:pos:R:3:lowdin_charge:R:1 method="wB97M-V/def2-TZVPD" e_above_lowest_kcal_mol=39.58 lumo_energy_ha=0.031 energy_ha=-195.46584 e_homo_ev=-10.4
C 0.88407 -2.90160 1.72009 -0.112
H 0.97701 -2.29470 0.63104 0.067
H 1.82689 -3.50601 1.87292 0.007
H 0.60257 -2.22630 2.56490 -0.003
H -0.02916 -3.67230 1.69515 0.042
C -0.25175 1.15585 -1.28338 -0.237
O -0.77384 1.93208 -2.54453 -0.108
C -0.74994 1.88434 -0.00541 -0.111
H 0.83877 0.98441 -1.19120 0.099
H -0.72051 0.11966 -1.23720 0.107
H 0.01924 2.31572 -2.85775 0.027
H 0.12543 2.43297 0.38039 0.064
H -1.18265 1.14343 0.64532 0.049
H -1.56614 2.63246 -0.39033 0.108


13
Properties=species:S:1:pos:R:3:lowdin_charge:R:1 method="wB97M-V/def2-TZVPD" e_above_lowest_kcal_mol=7.45 lumo_energy_ha=0.024 energy_ha=-969.62545 e_homo_ev=-8.2
C 2.48370 -0.21843 -0.09626 -0.113
C 0.05146 0.07148 -0.12066 -1.227
C -2.75542 0.34577 0.05929 -0.408
H 2.52935 0.86393 -0.06408 0.042
H 3.03756 -0.59753 0.76537 0.082
H 3.06918 -0.66056 -0.95027 0.101
H 0.94315 -1.65609 0.33086 0.146
H -2.91014 0.91980 -0.81322 0.016
H -2.57931 0.96469 0.92744 0.027
H -3.62481 -0.26650 0.25403 0.030
N 1.13367 -0.66117 0.04574 -0.165
S 0.02483 1.71806 -0.12296 0.616
S -1.40321 -0.82345 -0.21528 0.855


20
Properties=species:S:1:pos:R:3:lowdin_charge:R:1 method="wB97M-V/def2-TZVPD" total_charge=-1 e_above_lowest_kcal_mol=0.00 lumo_energy_ha=0.140 energy_ha=-876.07917 e_homo_ev=-4.3
C 3.68978 -0.54774 0.52225 -0.119
C -4.20768 0.81964 0.12290 -0.295
C 2.83568 0.15549 -0.55535 -0.139
C 1.38542 -0.12454 -0.23344 -0.702
O -1.80127 0.24005 -1.17971 -0.294
O -1.36442 -1.18061 0.97114 -0.266
O 0.48325 0.71344 -0.58437 -0.149
O 1.14561 -1.16191 0.30192 -0.006
O -3.37536 -0.12678 0.59040 -0.382
P -1.75012 0.29606 0.49305 0.754
H 3.02858 -1.30022 1.03781 0.086
H 4.04172 0.12065 1.26420 0.040
H 4.54689 -0.97405 0.02548 0.049
H -5.15019 0.34648 -0.23008 0.073
H -3.72847 1.36072 -0.67732 0.044
H -4.65610 1.53794 0.94178 0.091
H 3.02070 -0.61677 -1.45585 0.153
H 3.15254 1.08290 -0.84992 0.062
H -0.92270 0.65024 -1.36058 -0.006
H -0.37385 -1.29098 0.85568 0.008